The following is a DFT calculation (ωB97M-V/def2-TZVPD) of C15H12F5IN2O4TeW as an isolated structure.

Each line ends with the natural charge from an NBO analysis.
Geometry (Å):
W 1.0310 1.5679 0.5229  2.1883
C -1.2528 0.2497 4.2349  -0.6625
C -1.6583 -0.4558 2.9818  0.2330
N -2.7175 -1.2489 3.0090  -0.3281
C -3.1019 -1.9122 1.9186  0.0709
C -2.4640 -1.8448 0.6870  0.0074
C -3.0028 -2.6287 -0.4905  -0.1034
O -1.9699 -3.3071 -1.1932  -0.7377
C -1.3534 -0.9884 0.6140  -0.1486
C -0.5641 -0.8735 -0.5836  0.2469
N 0.4098 -0.0434 -0.8115  -0.5245
C 1.0024 -0.1463 -2.1216  0.1629
C 0.2286 -0.2928 -3.2626  -0.2248
C 0.8475 -0.4366 -4.4964  -0.1548
C 2.2302 -0.4257 -4.6012  -0.1537
C 3.0180 -0.2471 -3.4695  -0.2027
C 2.3795 -0.1069 -2.2566  -0.1940
I 3.4410 0.2650 -0.5087  0.5785
C -0.9721 -0.3093 1.7710  0.2763
O 0.1151 0.4858 1.7118  -0.5852
H -2.1466 0.5568 4.7738  0.2715
H -0.6324 1.1215 4.0377  0.2226
H -0.7044 -0.4374 4.8827  0.2572
H -3.9707 -2.5493 2.0404  0.2277
H -3.4979 -1.9439 -1.1845  0.2045
H -3.7655 -3.3198 -0.1337  0.2158
H -2.0621 -4.2589 -1.0878  0.5067
H -0.7906 -1.5883 -1.3686  0.2702
H -0.8517 -0.2693 -3.1960  0.2427
H 0.2399 -0.5453 -5.3839  0.2546
H 2.7054 -0.5360 -5.5659  0.2569
H 4.0959 -0.2123 -3.5485  0.2543
F 0.4215 2.9944 2.0453  -0.6244
Te 1.5659 4.6031 1.1148  2.5977
F 1.2592 2.3082 -1.1923  -0.5035
F 2.0850 4.9675 2.8260  -0.5727
F -0.6514 2.2158 0.0802  -0.4642
F 3.1227 5.3612 0.4783  -0.6012
O 2.3953 2.9105 0.8613  -1.0059
O 3.0365 0.5232 3.4012  -0.3384
C 2.4997 0.7974 2.4635  0.5838

Calculated values
Charge ... +2
E_LUMO (spin up / spin down) ... -9.239 / -9.239 eV
Orbital gap (spin up / spin down) ... 0.2291 / 0.2290 Ha